137
Properties=species:S:1:pos:R:3:forces:R:3:lowdin_spin:R:1 method="wB97M-V/def2-TZVPD" e_homo_ev="-6.3498 / -7.3751" lumo_energy_ev="-0.356 / -3.187" largest_force_ha_per_bohr=0.0358 multiplicity=5 e_above_lowest_kcal_mol=55.1 total_charge=0 gap_ev="5.994 / 4.188" total_energy_ev=-275618.3705 s_squared=6.0825
Rh -0.3228 1.3437 0.5517 0.071 -0.542 -0.415 0.890
O -2.5122 4.3153 6.2280 -0.437 0.111 -0.567 0.012
C -3.1661 4.2901 5.1672 0.056 -0.120 -0.135 -0.005
O -4.1449 4.9439 4.7431 0.560 -0.325 0.373 -0.008
C -2.6493 3.2090 4.1309 -0.180 0.505 0.429 0.022
C -3.2221 3.1699 2.8472 -0.116 -0.025 -0.133 0.238
C -2.5359 2.4955 1.8268 -0.020 -0.040 0.072 0.049
N -1.5005 1.7222 2.0903 -0.304 -0.031 0.415 0.254
C -1.3157 1.2651 3.4468 0.318 0.254 0.205 0.104
C -1.6359 2.3569 4.4317 0.147 -0.224 -0.170 0.262
C -0.0183 -0.8457 2.9246 0.020 -0.031 -0.060 0.034
C 0.4083 -2.0247 3.5312 -0.015 0.030 0.049 0.011
C 0.3404 -3.2171 2.8315 0.034 -0.009 0.050 0.000
C -0.1421 -3.2092 1.5340 0.007 -0.107 -0.043 0.002
C -0.5135 -1.9960 0.9872 -0.152 0.177 0.112 0.006
N -0.4487 -0.8406 1.6568 0.052 -0.147 -0.116 0.079
C -2.8436 2.6211 0.3810 0.047 -0.026 -0.088 0.004
C -3.8222 3.4644 -0.1182 -0.100 0.053 0.100 -0.002
C -4.0570 3.5038 -1.4810 0.002 0.042 -0.004 0.001
C -3.3256 2.6738 -2.3129 -0.090 0.007 -0.053 -0.003
C -2.3557 1.8652 -1.7538 0.076 -0.154 0.061 0.003
N -2.0941 1.8466 -0.4432 -0.255 0.251 0.078 0.000
H -4.0972 3.7819 2.6625 0.096 -0.011 0.078 0.012
H -1.1368 2.3990 5.3930 -0.160 0.060 -0.008 0.014
H 0.7851 -1.9962 4.5445 -0.023 0.004 -0.029 0.004
H 0.6529 -4.1430 3.3014 0.006 0.055 -0.029 0.000
H -0.2238 -4.1185 0.9499 -0.009 0.082 0.034 0.000
H -0.8888 -1.9269 -0.0242 -0.019 -0.006 0.040 0.000
H -4.3816 4.0929 0.5607 0.027 -0.004 -0.027 -0.001
H -4.7953 4.1831 -1.8879 -0.020 -0.055 0.023 0.000
H -3.4938 2.6531 -3.3820 0.037 -0.013 0.057 0.000
H -1.7633 1.2035 -2.3712 0.058 0.034 0.032 0.000
Cl 0.4997 3.9136 -0.4194 -0.167 0.188 -0.309 0.062
C 0.7656 2.7378 -1.6846 0.103 -0.268 -0.060 0.027
C 0.6516 1.3862 -1.3055 0.128 0.525 -0.271 0.048
C 0.8147 0.4886 -2.3614 0.144 0.055 0.065 0.015
Cl 0.6806 -1.2147 -2.0535 -0.080 -0.004 -0.119 0.006
C 1.0499 0.8898 -3.6809 0.003 -0.045 0.027 -0.002
Cl 1.1999 -0.2743 -4.9435 -0.005 -0.008 0.020 -0.001
C 1.1487 2.2445 -3.9924 -0.021 -0.032 0.042 0.012
Cl 1.4221 2.7540 -5.6104 0.022 -0.004 -0.012 0.005
C 1.0085 3.1877 -2.9767 -0.008 0.038 0.124 -0.002
Cl 1.1091 4.8693 -3.3296 0.008 -0.027 0.011 0.001
C 6.3724 -2.7251 3.4468 -0.046 0.042 -0.040 0.002
C 5.6166 -1.5939 2.8033 0.010 -0.012 -0.010 0.008
C 5.8971 -0.2724 3.0993 -0.025 -0.049 0.041 0.005
C 5.1845 0.7923 2.5457 -0.006 0.211 -0.017 0.019
C 5.6355 2.1705 2.9742 -0.020 -0.146 0.000 0.001
C 4.1306 0.5033 1.6709 0.101 -0.175 -0.523 0.072
As 2.8264 1.7458 0.8358 0.101 -0.062 1.835 0.408
N 1.3410 1.4246 1.7715 0.073 0.005 -0.252 0.202
C 1.2796 1.2247 3.1377 0.227 -0.117 0.185 0.196
C 0.0425 0.5009 3.6790 0.003 -0.020 -0.429 0.053
C 0.1333 0.2504 5.1636 -0.041 -0.137 -0.036 0.204
C 1.1761 0.6272 5.9350 -0.026 0.016 -0.032 0.024
C 2.2732 1.3214 5.3772 0.088 -0.011 -0.017 0.302
C 2.2842 1.6026 4.0035 -0.193 0.100 -0.132 0.027
C 3.4456 3.5917 0.9871 0.099 -0.012 -0.794 0.103
C 2.8405 4.6211 1.7230 -0.196 -0.140 0.126 0.040
C 1.6180 4.4752 2.5966 0.035 0.050 -0.084 0.004
C 3.4141 5.8900 1.6558 0.099 0.022 0.016 0.001
C 4.5136 6.1738 0.8633 -0.016 0.011 -0.008 0.030
C 5.1023 7.5566 0.8078 -0.036 -0.063 -0.006 0.006
C 5.0531 5.1463 0.0870 0.052 0.102 0.047 -0.001
C 4.5294 3.8708 0.1161 0.002 -0.127 0.039 0.025
C 5.1410 2.8135 -0.7772 -0.210 0.049 0.137 0.012
C 3.8758 -0.8340 1.2983 -0.058 -0.023 -0.111 0.009
C 2.8621 -1.1930 0.2378 0.204 0.125 0.167 0.014
C 4.6084 -1.8539 1.8788 0.030 -0.019 0.101 -0.001
H 7.2161 -2.3605 4.0318 -0.015 -0.007 -0.023 0.000
H 6.7457 -3.4206 2.6925 0.003 0.019 0.038 0.000
H 5.7152 -3.2876 4.1143 0.031 0.012 -0.014 0.001
H 6.6954 -0.0401 3.7983 -0.032 -0.019 -0.016 0.001
H 5.5990 2.2543 4.0630 -0.009 -0.018 -0.032 0.000
H 5.0444 2.9697 2.5513 -0.057 0.102 0.001 0.000
H 6.6736 2.3292 2.6728 -0.027 -0.011 0.000 0.000
H -2.0892 0.4890 3.6117 -0.032 -0.025 -0.020 0.041
H -0.7250 -0.2534 5.6013 0.070 0.047 0.004 0.008
H 1.1626 0.4149 6.9978 -0.031 0.020 -0.039 -0.005
H 3.0991 1.6301 6.0064 -0.061 0.014 -0.077 0.020
H 3.1082 2.1698 3.5889 0.046 -0.009 0.076 -0.003
H 1.0375 3.5916 2.3645 -0.017 0.016 -0.004 0.003
H 0.9744 5.3480 2.4738 0.046 0.009 0.010 0.000
H 1.8982 4.4261 3.6499 0.018 0.014 0.001 0.001
H 2.9580 6.6844 2.2386 0.030 -0.031 -0.017 0.000
H 4.5534 8.2459 1.4480 0.021 -0.010 -0.017 0.000
H 5.0812 7.9431 -0.2133 0.005 -0.005 0.031 0.001
H 6.1451 7.5419 1.1312 -0.023 0.013 -0.006 0.002
H 5.8952 5.3568 -0.5659 -0.043 -0.008 0.037 -0.001
H 5.9985 3.2109 -1.3156 -0.011 0.029 -0.002 0.001
H 4.4135 2.4618 -1.5141 0.017 -0.016 -0.038 0.004
H 5.4769 1.9471 -0.2043 0.048 -0.030 0.004 0.002
H 1.8795 -0.7717 0.4431 -0.023 -0.001 0.037 0.004
H 2.7503 -2.2734 0.1588 0.001 0.001 -0.008 0.001
H 3.1812 -0.8175 -0.7387 -0.005 -0.029 0.017 0.003
H 4.3969 -2.8811 1.5973 -0.010 0.042 0.001 0.000
C -5.8448 -4.9737 -3.6429 0.063 0.001 -0.051 0.000
C -5.3457 -3.6646 -3.0036 0.009 -0.059 -0.059 0.000
C -5.8698 -3.6147 -1.5586 -0.069 0.041 -0.003 0.000
C -5.9813 -2.4769 -3.7483 -0.030 -0.036 -0.049 0.000
Si -3.4310 -3.5121 -3.1064 0.006 0.255 0.050 0.000
Br -3.0147 -1.6382 -1.8786 0.004 0.025 0.082 0.001
C -2.4491 -4.8937 -2.2069 0.000 -0.098 -0.021 0.000
C -0.9739 -4.5099 -1.9894 0.036 0.008 0.039 0.000
C -3.0488 -5.1555 -0.8145 0.014 -0.019 -0.032 0.000
C -2.4999 -6.2042 -3.0141 0.027 0.022 -0.023 0.000
C -2.7820 -3.0797 -4.8689 -0.060 -0.061 -0.003 0.000
C -2.9746 -1.5885 -5.1989 -0.040 0.003 -0.059 0.000
C -3.5203 -3.9221 -5.9269 0.038 -0.022 0.026 0.000
C -1.2784 -3.3640 -5.0022 -0.002 0.002 -0.017 0.000
H -6.9398 -5.0049 -3.6006 0.057 0.013 0.010 0.000
H -5.4723 -5.8514 -3.1085 -0.072 0.053 -0.018 0.000
H -5.5522 -5.0665 -4.6922 -0.072 -0.024 0.142 0.000
H -6.9602 -3.5038 -1.5886 0.053 -0.014 -0.007 0.000
H -5.4686 -2.7690 -0.9976 -0.018 -0.020 -0.027 0.000
H -5.6556 -4.5258 -1.0041 -0.025 0.041 -0.012 0.000
H -7.0732 -2.5676 -3.6994 0.071 -0.009 0.012 0.000
H -5.7031 -2.4455 -4.8037 -0.077 0.015 0.107 0.000
H -5.7079 -1.5244 -3.2877 0.007 -0.029 -0.040 0.000
H -0.8725 -3.5137 -1.5499 -0.004 -0.113 -0.042 0.000
H -0.3873 -4.5391 -2.9067 -0.048 0.025 0.080 0.000
H -0.5236 -5.2301 -1.2940 -0.038 0.026 -0.066 0.000
H -3.1134 -4.2411 -0.2166 -0.013 -0.069 -0.028 0.000
H -2.4050 -5.8638 -0.2787 -0.033 0.042 -0.030 0.000
H -4.0407 -5.6042 -0.8719 0.069 0.012 0.002 0.000
H -2.0941 -6.0851 -4.0231 -0.018 -0.032 0.091 0.000
H -3.5169 -6.5915 -3.1045 0.074 0.004 -0.002 0.000
H -1.9000 -6.9692 -2.5064 -0.039 0.044 -0.030 0.000
H -3.9937 -1.2372 -5.0281 0.098 -0.003 -0.033 0.000
H -2.7328 -1.4270 -6.2575 -0.020 -0.028 0.083 0.000
H -2.3007 -0.9665 -4.6074 -0.027 -0.019 -0.009 0.000
H -4.5748 -3.6505 -6.0087 0.101 -0.044 -0.023 0.000
H -3.4606 -4.9949 -5.7142 -0.002 0.075 -0.056 0.000
H -3.0616 -3.7537 -6.9081 -0.009 -0.004 0.057 0.000
H -0.6920 -2.8143 -4.2608 -0.032 -0.027 -0.064 0.000
H -0.9454 -3.0355 -5.9946 -0.024 -0.018 0.056 0.000
H -1.0503 -4.4291 -4.9167 0.015 0.089 -0.025 0.000